Below is an isolated molecule of C24H22Cl2FN3O3S at a distorted geometry, with properties calculated with ωB97M-V/def2-TZVPD.

Last column: Mulliken charge in e.
Geometry (Å):
1 O -1.643 -3.205 -1.627  -0.659
2 C -1.005 -2.219 -1.326  0.043
3 N -1.636 -1.057 -1.013  -0.292
4 C -1.139 0.217 -0.740  -0.840
5 C 0.011 0.699 -1.343  -0.304
6 C 0.445 1.980 -1.066  -0.353
7 S 1.955 2.544 -1.819  1.591
8 O 1.792 2.635 -3.239  -0.778
9 O 2.448 3.682 -1.104  -0.657
10 N 2.982 1.215 -1.616  -0.101
11 C 3.640 0.951 -0.423  0.532
12 C 3.029 1.248 0.793  0.021
13 C 3.651 0.926 1.984  -1.019
14 C 4.888 0.299 1.968  0.311
15 Cl 5.655 -0.122 3.460  -0.238
16 C 5.514 0.009 0.766  -0.709
17 C 4.894 0.340 -0.422  -0.602
18 C -0.277 2.821 -0.244  -0.648
19 C -1.451 2.364 0.325  -0.365
20 C -1.899 1.058 0.112  0.508
21 N -3.092 0.581 0.636  0.466
22 C -4.131 1.527 0.990  -1.064
23 C -5.487 0.830 0.879  -0.817
24 C -5.540 -0.386 1.798  -0.763
25 C -4.377 -1.319 1.473  -0.660
26 C -3.064 -0.548 1.555  -0.335
27 C 0.494 -2.250 -1.286  -0.608
28 C 1.150 -2.729 -2.417  -0.313
29 C 2.525 -2.859 -2.450  -0.964
30 C 3.243 -2.534 -1.313  0.452
31 F 4.581 -2.660 -1.323  -0.385
32 C 2.628 -2.088 -0.158  -0.522
33 C 1.250 -1.944 -0.157  1.293
34 Cl 0.506 -1.391 1.293  -0.168
35 H -2.648 -1.132 -0.960  0.259
36 H 0.572 0.099 -2.039  0.634
37 H 3.510 1.029 -2.455  0.290
38 H 2.069 1.737 0.801  0.326
39 H 3.176 1.157 2.924  0.437
40 H 6.479 -0.473 0.759  0.434
41 H 5.379 0.114 -1.359  0.378
42 H 0.097 3.814 -0.053  0.532
43 H -2.012 3.020 0.970  0.542
44 H -4.095 2.367 0.293  0.549
45 H -4.001 1.909 2.015  0.461
46 H -6.278 1.536 1.136  0.367
47 H -5.637 0.512 -0.155  0.311
48 H -6.490 -0.908 1.678  0.377
49 H -5.464 -0.060 2.838  0.310
50 H -4.350 -2.156 2.172  0.382
51 H -4.503 -1.726 0.467  0.219
52 H -2.220 -1.197 1.327  0.075
53 H -2.929 -0.177 2.584  0.364
54 H 0.558 -2.999 -3.278  0.467
55 H 3.036 -3.218 -3.328  0.479
56 H 3.213 -1.863 0.719  0.754

Results
SMILES string: O=C(Nc1cc(S(=O)(=O)Nc2ccc(Cl)cc2)ccc1N1CCCCC1)c1ccc(F)cc1Cl
Kohn-Sham gap: 8.88 eV
Net charge: 0
F_max: 1.08 eV/A
Spin multiplicity: 1

---

Below is a cluster of 5 separate species, C24H22F32O7 in total at a distorted geometry, with properties calculated with ωB97M-V/def2-TZVPD.

Last column: Mulliken charge in e.
Geometry (Å):
1 C 1.782 -3.288 0.399  -1.440
2 C 2.128 -3.952 1.837  0.604
3 C 3.450 -4.753 1.864  0.772
4 O 4.081 -4.293 2.992  -0.135
5 C 3.685 -3.040 3.280  0.592
6 O 4.274 -2.347 4.097  -0.467
7 O 2.524 -2.794 2.568  -0.204
8 H 1.260 -3.922 -0.318  0.409
9 H 2.655 -2.859 -0.092  0.329
10 H 1.035 -2.509 0.547  0.451
11 H 1.345 -4.448 2.411  0.347
12 H 4.114 -4.532 1.028  0.206
13 H 3.311 -5.824 2.009  -0.476
14 C 2.383 -9.891 0.353  -1.025
15 C 3.132 -8.596 -0.011  1.187
16 C 2.266 -7.408 -0.481  -0.104
17 F 1.467 -6.936 0.440  -0.192
18 F 3.024 -6.420 -0.973  -0.214
19 F 3.963 -8.299 0.999  -0.316
20 F 3.973 -8.948 -0.999  -0.337
21 O 1.478 -10.383 -0.703  -0.465
22 C 1.885 -11.605 -1.252  0.924
23 C 0.924 -11.893 -2.419  0.180
24 F 1.307 -12.669 -3.409  -0.258
25 F -0.282 -12.346 -1.937  -0.244
26 F 3.109 -11.450 -1.800  -0.280
27 F 1.968 -12.531 -0.293  -0.270
28 H 1.678 -9.533 1.104  0.335
29 H 3.013 -10.600 0.891  0.557
30 H 1.602 -7.730 -1.283  0.320
31 H 0.809 -10.951 -2.955  0.198
32 C 5.913 -3.150 -2.738  -1.205
33 C 6.518 -4.017 -1.603  1.098
34 C 8.065 -4.187 -1.719  0.100
35 F 8.542 -4.915 -2.770  -0.237
36 F 8.632 -2.997 -1.593  -0.252
37 F 6.191 -3.535 -0.418  -0.256
38 F 5.826 -5.118 -1.753  -0.369
39 O 6.415 -3.614 -3.964  -0.325
40 C 6.017 -2.905 -5.081  0.848
41 C 6.808 -3.539 -6.286  0.250
42 F 6.831 -2.947 -7.493  -0.262
43 F 8.134 -3.861 -6.128  -0.241
44 F 4.712 -3.029 -5.175  -0.288
45 F 6.282 -1.610 -4.898  -0.294
46 H 6.276 -2.123 -2.694  0.439
47 H 4.831 -3.226 -2.846  0.525
48 H 8.463 -4.788 -0.900  0.315
49 H 6.311 -4.502 -6.400  0.174
50 C 1.217 -5.630 5.289  -0.480
51 C 0.911 -6.944 4.503  0.856
52 C 2.190 -7.911 4.376  0.091
53 F 2.015 -9.048 3.554  -0.290
54 F 3.376 -7.419 4.097  -0.213
55 F -0.171 -7.468 5.169  -0.286
56 F 0.492 -6.579 3.291  -0.252
57 O 1.621 -6.017 6.576  -0.465
58 C 2.202 -5.028 7.399  0.901
59 C 2.356 -5.429 8.939  0.156
60 F 2.955 -6.604 9.249  -0.245
61 F 2.869 -4.495 9.680  -0.238
62 F 3.409 -4.829 6.783  -0.257
63 F 1.413 -3.962 7.326  -0.273
64 H 0.329 -5.008 5.404  0.538
65 H 1.996 -5.150 4.697  -0.072
66 H 2.463 -8.297 5.357  0.306
67 H 1.350 -5.643 9.301  0.226
68 C 4.336 0.933 3.400  -0.562
69 C 4.744 1.912 4.492  0.866
70 C 5.579 3.051 3.945  0.194
71 F 5.735 4.143 4.723  -0.268
72 F 6.845 2.707 3.580  -0.274
73 F 3.662 2.403 5.124  -0.297
74 F 5.572 1.305 5.411  -0.291
75 O 3.890 1.494 2.143  -0.404
76 C 3.118 0.565 1.376  0.714
77 C 2.873 1.191 -0.045  0.165
78 F 4.068 1.262 -0.667  -0.256
79 F 2.039 0.550 -0.858  -0.241
80 F 3.665 -0.628 1.282  -0.141
81 F 1.967 0.440 1.935  -0.282
82 H 3.694 0.251 3.958  0.253
83 H 5.191 0.287 3.201  0.368
84 H 5.160 3.383 2.995  0.197
85 H 2.576 2.240 -0.016  0.251

Results
Kohn-Sham gap (alpha / beta): 10.71 / 3.15 eV
Net charge: +1
F_max: 4.94 eV/A
Spin multiplicity: 2

---

Below is a structure of composition C24H22F6IPPdSbTe at a distorted geometry, with properties calculated with ωB97M-V/def2-TZVPD.

Last column: Mulliken charge in e.
Geometry (Å):
1 Pd 0.146 -0.333 0.744  0.496
2 I -1.985 0.916 -0.476  0.309
3 C -3.644 0.376 0.674  -0.130
4 C -4.762 0.152 -0.146  -0.622
5 C -6.034 0.134 0.384  -0.904
6 C -6.199 0.409 1.748  -0.626
7 C -5.089 0.596 2.598  0.641
8 C -5.340 0.889 3.948  -0.674
9 C -4.291 1.037 4.848  -1.099
10 C -2.999 0.834 4.400  -0.381
11 C -2.702 0.533 3.056  0.833
12 P -0.921 0.107 2.864  1.192
13 C -0.717 -1.479 3.753  0.806
14 C -1.772 -2.311 4.045  -0.150
15 C -1.549 -3.617 4.623  -0.587
16 C -0.263 -4.107 4.838  -0.716
17 C 0.798 -3.282 4.555  -0.729
18 C 0.581 -1.984 3.989  -0.781
19 C 0.009 1.393 3.674  1.127
20 C 0.023 2.649 3.043  -0.681
21 C 0.684 3.707 3.640  -0.767
22 C 1.340 3.519 4.853  -0.565
23 C 1.327 2.277 5.482  -0.854
24 C 0.664 1.210 4.898  -0.071
25 C -3.744 0.487 2.100  0.671
26 H -4.635 0.036 -1.215  0.503
27 H -6.894 -0.036 -0.253  0.479
28 H -7.198 0.470 2.167  0.486
29 H -6.364 1.013 4.279  0.503
30 H -4.483 1.284 5.883  0.496
31 H -2.188 0.910 5.115  0.528
32 H -2.797 -2.023 3.845  0.487
33 H -2.411 -4.210 4.910  0.508
34 H -0.114 -5.098 5.247  0.538
35 H 1.815 -3.596 4.757  0.483
36 H 1.452 -1.394 3.730  0.639
37 H -0.500 2.805 2.104  0.337
38 H 0.680 4.682 3.171  0.498
39 H 1.859 4.349 5.317  0.468
40 H 1.819 2.149 6.437  0.487
41 H 0.634 0.260 5.419  0.485
42 F 0.397 -1.877 -1.132  -0.569
43 Sb 0.487 -3.405 0.051  2.456
44 F 2.171 -3.759 -0.636  -0.478
45 F 1.492 -2.067 1.239  -0.567
46 F 0.473 -4.454 1.585  -0.500
47 F -0.954 -2.299 0.889  -0.640
48 F -0.727 -4.381 -0.914  -0.439
49 C 4.634 -1.315 -0.269  -0.883
50 Te 3.030 -0.003 -0.670  0.741
51 C 4.058 1.781 -0.215  -0.993
52 H 5.387 -1.119 -1.034  0.418
53 H 4.267 -2.335 -0.332  0.268
54 H 5.017 -1.064 0.719  0.385
55 H 4.381 1.732 0.825  0.382
56 H 3.401 2.629 -0.392  0.372
57 H 4.929 1.836 -0.869  0.388

Results
Kohn-Sham gap (alpha / beta): 7.58 / 4.85 eV
Net charge: +4
F_max: 1.08 eV/A
Spin multiplicity: 6

---

Below is a structure of composition C24H22I2N5O6 at a distorted geometry, with properties calculated with ωB97M-V/def2-TZVPD.

Last column: Mulliken charge in e.
Geometry (Å):
1 C -0.855 3.673 1.215  -0.450
2 C -1.954 3.623 0.067  -0.237
3 I -3.428 5.184 0.120  0.159
4 C -1.913 2.617 -0.886  -0.552
5 I -3.410 2.603 -2.446  0.140
6 C -0.809 1.551 -0.766  0.389
7 N 0.509 1.913 -0.861  0.246
8 C 1.336 0.772 -0.695  -0.743
9 C 0.373 -0.286 -0.527  -0.160
10 N -0.980 0.177 -0.551  0.246
11 H -1.148 4.368 2.044  0.485
12 H -0.691 2.645 1.653  0.305
13 H 0.126 3.963 0.720  -0.305
14 H 0.754 2.894 -1.020  0.338
15 H 2.448 0.777 -0.696  0.432
16 H 0.728 -1.331 -0.376  0.389
17 H -1.844 -0.353 -0.439  0.301
18 C -1.249 -2.105 -2.856  0.241
19 C -1.669 -3.309 -2.302  -0.490
20 C -1.731 -4.451 -3.088  -0.313
21 C -1.366 -4.377 -4.425  -0.146
22 C -0.952 -3.177 -4.989  -0.358
23 C -0.895 -2.037 -4.198  -0.736
24 N -1.406 -5.588 -5.253  0.997
25 O -1.792 -6.618 -4.730  -0.590
26 O -1.047 -5.493 -6.413  -0.589
27 H -1.197 -1.217 -2.239  0.333
28 H -1.947 -3.357 -1.254  0.403
29 H -2.060 -5.384 -2.647  0.472
30 H -0.671 -3.114 -6.033  0.466
31 H -0.570 -1.096 -4.626  0.405
32 C 4.911 7.480 2.370  -0.425
33 C 3.659 8.030 2.117  -0.504
34 C 2.682 7.272 1.488  -0.341
35 C 2.969 5.962 1.120  0.271
36 C 4.221 5.407 1.363  -0.208
37 C 5.193 6.173 1.990  -0.574
38 N 1.935 5.153 0.480  1.015
39 O 0.853 5.673 0.264  -0.626
40 O 2.207 3.989 0.196  -0.669
41 H 5.670 8.074 2.867  0.387
42 H 3.445 9.050 2.414  0.384
43 H 1.710 7.710 1.296  0.427
44 H 4.450 4.389 1.074  0.388
45 H 6.171 5.750 2.186  0.377
46 C -1.850 -6.999 3.314  -0.397
47 C -0.549 -6.647 2.974  -0.518
48 C -0.277 -5.375 2.493  -0.294
49 C -1.317 -4.461 2.359  0.141
50 C -2.622 -4.808 2.689  -0.244
51 C -2.886 -6.083 3.167  -0.518
52 N -1.031 -3.111 1.875  1.078
53 O 0.122 -2.843 1.575  -0.610
54 O -1.961 -2.320 1.798  -0.623
55 H -2.058 -7.993 3.695  0.386
56 H 0.255 -7.365 3.089  0.378
57 H 0.740 -5.110 2.232  0.428
58 H -3.436 -4.101 2.582  0.434
59 H -3.899 -6.364 3.430  0.380

Results
Kohn-Sham gap: 8.25 eV
Net charge: +1
F_max: 5.63 eV/A
Spin multiplicity: 1

---

- F_max of number 1 (C24H22Cl2FN3O3S)?
  1.08 eV/A

---

- The highest net charge belongs to which entry?
  C24H22F6IPPdSbTe